Computed, not measured: a 14-piece molecular cluster, H28O14 overall in a non-equilibrium geometry, with ωB97M-V/def2-TZVPD.

Computed properties:
- Net charge: 0
- F_max: 6.482 eV/A
- Energy relative to the best compared isomer or geometry (same formula, charge and spin): 271.5 kJ/mol

Atoms and positions in Å:
O (-2.628, 2.338, 2.470)
H (-2.963, 1.907, 3.277)
H (-2.165, 1.532, 2.104)
O (2.629, 0.984, 1.995)
H (2.791, 1.154, 1.101)
H (3.432, 0.855, 2.482)
O (2.162, -1.797, 2.316)
H (1.919, -0.851, 2.256)
H (1.978, -2.227, 1.491)
O (-2.040, -2.462, 0.273)
H (-2.596, -3.174, 0.101)
H (-1.435, -2.823, 1.005)
O (2.194, -0.914, -2.179)
H (2.679, -0.676, -2.979)
H (2.108, -1.831, -2.157)
O (0.211, 1.236, -2.035)
H (0.672, 0.439, -2.066)
H (-0.695, 0.973, -1.890)
O (3.253, 1.776, -0.658)
H (3.659, 2.407, -1.255)
H (2.562, 1.407, -1.249)
O (0.275, -1.793, -4.153)
H (-0.148, -1.015, -4.501)
H (0.084, -1.699, -3.223)
O (-1.186, -1.379, -1.846)
H (-1.202, -1.592, -0.928)
H (-1.758, -0.609, -1.956)
O (0.480, 2.793, 0.220)
H (0.565, 2.043, -0.377)
H (0.229, 2.304, 0.902)
O (-0.335, -1.006, 3.799)
H (-0.018, -0.296, 3.228)
H (-0.449, -0.657, 4.679)
O (0.441, -0.420, 0.372)
H (0.517, -0.636, -0.497)
H (-0.409, -0.049, 0.450)
O (-2.091, 0.107, 0.918)
H (-1.923, -0.806, 1.159)
H (-3.039, 0.167, 1.158)
O (-2.659, 1.157, -1.536)
H (-2.768, 1.075, -0.608)
H (-2.350, 2.060, -1.666)

Computed, not measured: a 14-piece molecular cluster, H28O14 overall, with ωB97M-V/def2-TZVPD.

Computed properties:
- Net charge: 0
- F_max: 0.929 eV/A
- Energy relative to the best compared isomer or geometry (same formula, charge and spin): 140.8 kJ/mol

Atoms and positions in Å:
O (-0.089, 0.738, 2.739)
H (0.087, 0.185, 1.961)
H (0.038, 0.143, 3.492)
O (-0.583, -0.341, -0.234)
H (0.224, -0.868, -0.235)
H (-0.355, 0.455, -0.739)
O (3.568, -0.276, -0.052)
H (2.900, 0.262, 0.428)
H (4.379, -0.143, 0.448)
O (-2.640, -3.136, 0.694)
H (-1.721, -2.892, 0.546)
H (-2.802, -3.851, 0.068)
O (1.873, -1.737, -2.105)
H (2.439, -2.262, -2.682)
H (2.481, -1.338, -1.465)
O (0.425, 1.126, -2.665)
H (0.899, 0.496, -3.222)
H (0.698, 1.991, -2.989)
O (-2.869, 0.587, 2.184)
H (-1.914, 0.584, 2.005)
H (-3.023, 1.396, 2.681)
O (2.143, 1.702, 1.395)
H (1.521, 1.627, 2.148)
H (1.667, 2.231, 0.706)
O (0.715, 3.369, -0.187)
H (0.936, 3.643, -1.084)
H (0.508, 4.192, 0.275)
O (1.361, -2.041, 1.101)
H (1.940, -1.529, 0.505)
H (1.891, -2.810, 1.344)
O (-3.647, 0.459, -0.670)
H (-2.737, 0.124, -0.666)
H (-3.715, 0.986, 0.134)
O (-0.478, -2.110, 3.218)
H (0.014, -2.817, 3.648)
H (-0.015, -1.965, 2.374)
O (-0.611, -2.306, -3.490)
H (-0.271, -2.975, -4.093)
H (0.099, -2.167, -2.843)
O (-1.926, 3.866, -1.903)
H (-2.186, 4.174, -1.028)
H (-1.225, 3.227, -1.742)

Computed, not measured: a 14-piece molecular cluster, H28O14 overall in a non-equilibrium geometry, with ωB97M-V/def2-TZVPD.

Computed properties:
- Net charge: 0
- F_max: 15.211 eV/A
- Energy relative to the best compared isomer or geometry (same formula, charge and spin): 466.6 kJ/mol

Atoms and positions in Å:
O (-0.433, 1.028, 3.593)
H (0.012, 1.193, 4.240)
H (-0.731, 0.073, 3.837)
O (-0.189, -2.891, 1.681)
H (0.000, -1.989, 1.586)
H (0.676, -3.275, 1.458)
O (-0.264, -0.381, 0.469)
H (0.322, -0.605, -0.346)
H (-0.461, 0.590, 0.656)
O (1.744, 1.712, -0.301)
H (2.340, 0.965, -0.831)
H (1.051, 1.921, -0.972)
O (-2.892, 0.221, -0.457)
H (-3.119, -0.444, -1.159)
H (-2.159, -0.366, -0.043)
O (0.704, 4.041, -0.264)
H (0.159, 3.829, -1.013)
H (0.557, 3.352, 0.439)
O (-2.064, -2.883, -0.398)
H (-1.547, -2.826, 0.402)
H (-2.737, -3.056, 0.095)
O (-0.671, -2.003, -2.605)
H (-1.156, -2.322, -1.782)
H (-1.310, -1.990, -3.283)
O (-0.784, 2.366, 1.341)
H (-0.960, 1.990, 2.101)
H (-1.581, 2.913, 1.101)
O (1.744, -2.901, -1.475)
H (0.898, -2.622, -1.915)
H (2.253, -2.143, -1.407)
O (-1.547, 2.284, -1.351)
H (-2.158, 2.672, -2.006)
H (-2.099, 1.603, -0.969)
O (0.275, 0.633, -2.121)
H (-0.161, -0.263, -2.499)
H (-0.638, 1.032, -2.053)
O (1.981, -0.231, 2.964)
H (1.131, 0.276, 2.954)
H (2.829, 0.304, 3.013)
O (3.234, -0.599, -0.868)
H (3.753, -0.586, -1.592)
H (3.995, -0.621, -0.219)

Computed, not measured: a 14-piece molecular cluster, H28O14 overall in a non-equilibrium geometry, with ωB97M-V/def2-TZVPD.

Computed properties:
- Net charge: 0
- F_max: 6.041 eV/A
- Energy relative to the best compared isomer or geometry (same formula, charge and spin): 673.1 kJ/mol

Atoms and positions in Å:
H (-0.210, -0.722, -1.073)
H (0.410, -0.634, 0.202)
H (3.892, -1.836, 2.753)
H (3.908, -0.624, 1.883)
H (4.660, 1.344, -0.265)
H (3.576, 0.342, -0.643)
H (0.522, -0.191, -3.188)
H (-0.609, -1.186, -3.336)
H (0.894, 1.962, -0.332)
H (0.495, 1.430, 0.982)
H (-0.901, 3.024, 0.345)
H (-0.880, 3.508, -1.065)
H (0.313, -2.799, 3.138)
H (-0.984, -3.245, 2.615)
H (-3.032, 1.379, 3.554)
H (-1.978, 1.756, 2.555)
H (-0.567, 2.934, -3.102)
H (0.661, 3.696, -2.421)
H (-2.607, 1.004, 1.245)
H (-4.157, 0.965, 1.167)
H (-2.550, -1.420, 0.201)
H (-1.996, -2.822, 0.081)
H (-0.102, -4.462, -0.464)
H (-0.576, -5.899, 0.136)
H (3.353, -1.955, -3.577)
H (3.281, -1.669, -2.078)
H (-3.027, 2.756, -1.070)
H (-2.447, 3.557, 0.070)
O (-0.265, -0.094, -0.272)
O (4.456, -1.091, 2.491)
O (3.705, 1.179, -0.266)
O (-0.351, -0.428, -2.845)
O (1.167, 1.998, 0.551)
O (-0.236, 3.185, -0.424)
O (-0.074, -3.648, 2.904)
O (-2.123, 1.663, 3.574)
O (0.156, 2.850, -2.459)
O (-3.409, 0.549, 1.611)
O (-2.720, -2.276, -0.248)
O (0.051, -5.163, 0.259)
O (2.794, -1.574, -2.924)
O (-2.491, 2.656, -0.264)

Computed, not measured: a 14-piece molecular cluster, H28O14 overall in a non-equilibrium geometry, with ωB97M-V/def2-TZVPD.

Computed properties:
- Net charge: 0
- F_max: 7.691 eV/A
- Energy relative to the best compared isomer or geometry (same formula, charge and spin): 660.4 kJ/mol

Atoms and positions in Å:
H (0.190, 0.988, -0.213)
H (1.169, 0.253, 0.687)
H (2.024, -2.155, -2.538)
H (2.292, -1.054, -1.525)
H (-2.436, -3.312, -1.853)
H (-3.443, -2.874, -0.803)
H (5.231, 2.269, 0.404)
H (5.106, 0.755, 0.378)
H (-1.648, -0.559, -2.141)
H (-3.037, -0.187, -1.650)
H (-2.157, 1.908, 3.348)
H (-2.928, 2.117, 2.054)
H (0.068, -2.459, 3.595)
H (-0.514, -3.862, 3.650)
H (-0.630, -3.188, -1.304)
H (0.389, -4.048, -2.033)
H (-4.079, 1.244, -1.495)
H (-4.322, 0.104, -0.520)
H (0.108, 3.177, -1.470)
H (0.515, 2.570, -0.137)
H (4.863, -1.245, 0.137)
H (5.292, -2.454, 0.953)
H (0.133, 4.388, -0.370)
H (-0.698, 5.456, -1.061)
H (3.057, 1.551, -0.213)
H (3.831, 0.907, -1.352)
H (-2.677, -1.694, 1.313)
H (-3.360, -0.336, 1.297)
O (0.229, 0.323, 0.483)
O (1.593, -1.629, -1.856)
O (-2.545, -2.707, -1.111)
O (4.578, 1.561, 0.378)
O (-2.127, -0.287, -1.350)
O (-2.462, 2.598, 2.747)
O (0.026, -3.284, 3.099)
O (0.301, -3.218, -1.552)
O (-4.660, 0.969, -0.776)
O (-0.223, 2.621, -0.755)
O (5.221, -1.493, 0.997)
O (0.072, 5.342, -0.494)
O (3.237, 0.697, -0.622)
O (-3.533, -1.275, 1.168)

Computed, not measured: a 14-piece molecular cluster, H28O14 overall in a non-equilibrium geometry, with ωB97M-V/def2-TZVPD.

Computed properties:
- Net charge: 0
- F_max: 2.803 eV/A
- Energy relative to the best compared isomer or geometry (same formula, charge and spin): 221.0 kJ/mol

Atoms and positions in Å:
O (1.032, 1.877, -3.032)
H (0.144, 1.674, -2.691)
H (0.955, 1.537, -3.897)
O (-3.285, 0.925, -1.429)
H (-2.411, 1.346, -1.337)
H (-3.928, 1.594, -1.212)
O (-1.939, 1.353, 1.474)
H (-1.361, 1.475, 2.192)
H (-1.497, 0.979, 0.706)
O (2.850, 1.111, -1.183)
H (2.066, 1.501, -1.541)
H (3.430, 1.211, -1.960)
O (-0.707, -0.506, -2.840)
H (-0.898, -1.420, -3.008)
H (-0.400, -0.425, -1.962)
O (-3.325, -0.988, 1.322)
H (-2.694, -0.283, 1.651)
H (-3.021, -1.516, 0.577)
O (-1.239, 2.591, -1.396)
H (-0.512, 2.755, -0.785)
H (-1.884, 3.258, -1.376)
O (0.346, -1.407, 3.484)
H (0.322, -1.829, 2.625)
H (0.917, -1.853, 4.074)
O (0.243, -2.346, 0.959)
H (0.810, -2.865, 0.328)
H (-0.615, -2.825, 0.902)
O (3.086, -1.430, -0.060)
H (2.855, -0.529, -0.292)
H (3.573, -1.274, 0.746)
O (-0.256, 0.066, -0.245)
H (-0.220, -0.827, 0.194)
H (0.400, 0.370, 0.353)
O (3.927, 0.427, 1.872)
H (3.965, 0.214, 2.765)
H (3.002, 0.618, 1.696)
O (-2.350, -2.758, -0.505)
H (-2.846, -2.533, -1.300)
H (-2.047, -3.646, -0.524)
O (1.331, 1.111, 1.436)
H (1.012, 1.324, 2.309)
H (1.186, 1.963, 0.895)

Computed, not measured: a 15-piece molecular cluster, H28O18S overall in a non-equilibrium geometry, with ωB97M-V/def2-TZVPD.

Computed properties:
- Net charge: -2
- F_max: 3.872 eV/A
- Energy relative to the best compared isomer or geometry (same formula, charge and spin): 284.7 kJ/mol

Atoms and positions in Å:
S (0.024, 0.053, 0.187)
O (0.695, 1.338, 0.311)
O (-0.813, -0.024, -0.984)
O (0.948, -1.011, 0.166)
O (-0.803, -0.134, 1.371)
O (3.022, 1.208, 1.339)
H (2.161, 1.356, 0.945)
H (2.753, 0.300, 1.627)
O (-3.242, -0.595, 0.136)
H (-2.919, -0.792, 0.966)
H (-2.511, -0.361, -0.378)
O (-0.202, 3.165, -2.680)
H (-0.593, 2.282, -2.676)
H (0.700, 2.942, -2.456)
O (-1.572, -2.544, 2.044)
H (-1.178, -1.726, 1.794)
H (-1.843, -2.936, 1.224)
O (2.596, -1.446, 2.054)
H (2.036, -1.308, 1.300)
H (2.019, -1.670, 2.771)
O (2.210, 2.332, -1.609)
H (3.062, 2.722, -1.356)
H (1.814, 1.972, -0.795)
O (0.631, 0.345, -3.433)
H (0.672, -0.551, -3.726)
H (0.316, 0.320, -2.499)
O (-2.486, 0.996, -2.560)
H (-1.864, 0.510, -1.984)
H (-2.827, 1.668, -2.008)
O (0.827, 0.732, 3.324)
H (0.525, 0.140, 3.975)
H (0.220, 0.541, 2.602)
O (-0.588, 3.247, 1.554)
H (-1.472, 3.175, 1.267)
H (-0.126, 2.548, 1.010)
O (-2.494, 0.540, 3.082)
H (-2.214, 1.405, 3.435)
H (-1.882, 0.325, 2.366)
O (2.641, -2.068, -1.424)
H (1.954, -1.641, -0.851)
H (3.219, -1.286, -1.337)
O (-1.549, -2.240, -2.200)
H (-1.799, -1.932, -3.110)
H (-1.227, -1.429, -1.781)
O (0.356, -3.666, -0.027)
H (0.202, -4.045, -0.889)
H (0.598, -2.756, -0.086)

Computed, not measured: H29O14 as an isolated structure in a non-equilibrium geometry, with ωB97M-V/def2-TZVPD.

Computed properties:
- Net charge: +1
- F_max: 3.732 eV/A
- Energy relative to the best compared isomer or geometry (same formula, charge and spin): 359.5 kJ/mol

Atoms and positions in Å:
O (-0.161, -0.372, 2.508)
H (2.863, -1.272, -1.192)
O (0.506, 2.949, 0.880)
H (-3.031, -0.064, 3.707)
H (-0.117, 2.464, 0.297)
O (0.128, -2.795, -0.096)
H (3.434, -2.631, -2.461)
H (0.867, -2.416, -0.630)
O (-2.744, -0.035, 2.778)
H (1.866, 0.461, -2.170)
H (-2.950, 0.893, 2.565)
O (-3.814, 2.450, -0.757)
H (-4.493, 2.138, -0.131)
H (-4.224, 2.369, -1.603)
O (0.977, -2.409, 2.382)
H (-0.766, -0.135, -4.666)
H (2.542, -3.970, -2.058)
O (0.944, 2.078, 4.108)
H (0.976, 1.419, 4.771)
H (0.719, 3.842, 0.700)
O (3.396, -0.574, -1.576)
H (3.705, 0.001, -0.874)
H (-1.067, -0.353, -3.241)
O (0.920, 0.439, -2.327)
H (0.230, -1.614, 2.598)
H (-1.049, -0.262, 2.118)
O (-2.695, -0.368, -2.329)
H (-1.068, 2.059, -1.051)
H (-0.438, -3.067, -0.854)
O (2.688, -3.050, -2.088)
H (0.699, -2.817, 1.438)
H (0.401, 0.370, 2.253)
O (2.124, 0.687, 1.279)
H (0.763, -0.201, -3.005)
H (1.430, 0.863, 0.554)
O (-0.714, 1.279, -0.588)
H (1.624, 1.476, 1.612)
H (-0.035, 0.935, -1.222)
O (-0.823, -0.931, -4.062)
H (-3.521, -0.573, -2.744)
H (1.759, -1.883, 2.185)
H (-2.726, -0.385, -1.378)
H (0.876, 3.004, 4.370)

Computed, not measured: a 14-piece molecular cluster, H29O14 overall in a non-equilibrium geometry, with ωB97M-V/def2-TZVPD.

Computed properties:
- Net charge: +1
- F_max: 2.258 eV/A
- Energy relative to the best compared isomer or geometry (same formula, charge and spin): 434.0 kJ/mol

Atoms and positions in Å:
O (2.640, -2.610, 1.505)
H (-2.366, -0.106, 2.197)
O (0.012, 0.657, -0.660)
H (-0.477, -3.318, -1.705)
H (-0.446, 0.561, 0.167)
O (0.891, -2.170, 3.160)
H (1.270, 0.205, -4.723)
H (0.704, -1.525, 3.854)
O (0.401, -2.994, -1.466)
H (-0.472, 1.037, 3.979)
H (0.942, -3.747, -1.736)
O (-4.454, 0.175, -0.789)
H (-4.733, 0.910, -1.333)
H (-4.337, -0.614, -1.315)
O (0.904, -0.875, 1.222)
H (2.719, -1.895, -1.428)
H (2.466, -0.356, -4.017)
O (0.477, 2.343, -4.402)
H (0.354, 3.183, -4.860)
H (-0.601, 0.271, -1.299)
O (-1.803, -0.886, 2.095)
H (-2.243, -1.224, 1.299)
H (2.043, -0.711, -0.724)
O (0.381, 0.584, 4.041)
H (2.875, -2.027, 2.247)
H (1.612, -2.655, 1.592)
O (-2.464, 1.848, -2.040)
H (-0.730, 4.150, 0.356)
H (0.114, -2.531, 2.735)
O (1.797, -0.601, -4.668)
H (0.053, -0.459, 1.170)
H (2.648, -2.043, 0.647)
O (-1.295, 2.147, 2.501)
H (0.989, 1.158, 4.517)
H (-1.770, 1.561, 1.912)
O (-0.088, 3.492, 0.636)
H (-0.457, 2.369, 2.027)
H (-0.077, 2.813, -0.052)
O (2.912, -1.135, -0.864)
H (-2.314, 1.647, -2.964)
H (1.305, -0.384, 1.951)
H (-2.899, 2.684, -1.871)
H (1.407, 2.153, -4.551)

Computed, not measured: one molecule with the formula H2INO2S in a non-equilibrium geometry, with ωB97M-V/def2-TZVPD.

Computed properties:
- Net charge: 0
- F_max: 3.142 eV/A
- SMILES string: NS(=O)(=O)I
- Energy relative to the best compared isomer or geometry (same formula, charge and spin): 22.8 kJ/mol

Atoms and positions in Å:
N (-0.085, -0.831, 0.885)
S (0.587, 0.411, -0.259)
O (1.317, -0.356, -1.234)
O (1.088, 1.552, 0.422)
I (-1.582, 1.350, -1.401)
H (-0.337, -1.684, 0.392)
H (-0.989, -0.442, 1.194)

Computed, not measured: one molecule with the formula H2INO2S in a non-equilibrium geometry, with ωB97M-V/def2-TZVPD.

Computed properties:
- Net charge: 0
- F_max: 4.066 eV/A
- SMILES string: SONOI
- Energy relative to the best compared isomer or geometry (same formula, charge and spin): 462.9 kJ/mol

Atoms and positions in Å:
S (-0.944, -1.037, 0.043)
O (-0.811, 0.642, 0.205)
N (0.141, 1.374, -0.307)
O (1.499, 1.346, 0.334)
I (2.687, -0.240, 0.082)
H (-0.485, -1.183, 1.172)
H (0.227, 1.319, -1.315)

Computed, not measured: a 2-piece molecular cluster, H2INS overall in a non-equilibrium geometry, with ωB97M-V/def2-TZVPD.

Computed properties:
- Net charge: 0
- F_max: 2.991 eV/A
- Energy relative to the best compared isomer or geometry (same formula, charge and spin): 301.0 kJ/mol

Atoms and positions in Å:
N (-0.733, -0.597, -1.033)
S (0.450, -0.757, 1.420)
I (1.213, 1.416, 1.651)
H (-1.126, 0.279, -0.758)
H (0.195, -0.340, -1.280)